Entry 1:
{
  "formula": "C48H120O24",
  "method": "wB97M-V/def2-TZVPD",
  "species": ["O", "O", "O", "O", "O", "O", "O", "O", "O", "O", "O", "O", "O", "O", "O", "O", "O", "O", "O", "O", "O", "O", "O", "O", "C", "C", "C", "C", "C", "C", "C", "C", "C", "C", "C", "C", "C", "C", "C", "C", "C", "C", "C", "C", "C", "C", "C", "C", "C", "C", "C", "C", "C", "C", "C", "C", "C", "C", "C", "C", "C", "C", "C", "C", "C", "C", "C", "C", "C", "C", "C", "C", "H", "H", "H", "H", "H", "H", "H", "H", "H", "H", "H", "H", "H", "H", "H", "H", "H", "H", "H", "H", "H", "H", "H", "H", "H", "H", "H", "H", "H", "H", "H", "H", "H", "H", "H", "H", "H", "H", "H", "H", "H", "H", "H", "H", "H", "H", "H", "H", "H", "H", "H", "H", "H", "H", "H", "H", "H", "H", "H", "H", "H", "H", "H", "H", "H", "H", "H", "H", "H", "H", "H", "H", "H", "H", "H", "H", "H", "H", "H", "H", "H", "H", "H", "H", "H", "H", "H", "H", "H", "H", "H", "H", "H", "H", "H", "H", "H", "H", "H", "H", "H", "H", "H", "H", "H", "H", "H", "H", "H", "H", "H", "H", "H", "H", "H", "H", "H", "H", "H", "H"],
  "positions_angstrom": [[0.29423, 7.20873, 4.29748], [1.17927, 1.99430, -4.12989], [-0.19581, 0.43307, -0.09965], [-2.60049, -1.04529, 3.34375], [-5.53802, -2.30663, 4.80434], [-3.45863, 2.73884, -1.54195], [0.62872, -5.28766, 1.98740], [2.42349, -7.52782, 3.03082], [-1.54894, -2.01628, -5.46663], [4.86615, -2.62905, 0.43088], [-1.92840, -1.23012, -2.06056], [4.35433, -2.30130, 3.51938], [2.29964, -0.54681, -3.59690], [-5.54979, -1.53128, -0.37295], [1.05913, 5.10111, 2.36650], [-2.60431, -5.87181, -2.25695], [-6.06419, -2.98020, -3.20974], [-4.15581, 5.27765, -0.78648], [4.88219, 4.05714, -0.26251], [-3.46510, -2.82772, -7.41431], [2.14830, 2.30022, 5.44237], [2.82390, 4.68700, 6.76820], [-1.38194, -8.34263, -3.57918], [7.39906, 5.51978, 0.07367], [2.51566, 1.73371, -4.50296], [3.27355, -0.53149, -2.58503], [0.52483, 7.38392, 2.91693], [0.06127, 0.11043, -1.45396], [2.32476, -6.49426, 3.98433], [0.42602, -4.03816, 1.38423], [3.43564, 5.93573, 6.81572], [-6.46198, -2.47737, -0.84456], [1.54450, -7.47557, 1.92980], [-3.06179, 4.68143, -0.14696], [-6.07560, -3.57565, 5.10429], [5.16317, -3.45337, 3.36313], [-2.48822, 3.58674, -1.00502], [-5.87494, -3.41781, -1.89167], [-2.45180, -7.90512, -4.39331], [1.46328, -6.14017, 1.22158], [5.26209, 5.16149, -1.04710], [1.57946, 1.01556, 5.49049], [1.20577, 3.30350, 5.75995], [1.55419, 6.43809, 2.37935], [0.87852, 3.35901, -4.06639], [-4.17300, -2.37942, 4.51756], [-3.69747, -0.97080, 4.21390], [-2.03174, 0.22858, 3.07708], [4.19319, 3.11800, -1.02452], [-2.25543, -4.65807, -2.84137], [0.99044, 0.44790, 0.64281], [1.82651, 4.64185, 5.78228], [4.10460, -1.65109, 1.11464], [-3.29348, -1.49179, -7.06643], [8.42177, 5.80405, -0.85249], [-4.46502, 6.52871, -0.25487], [6.14339, 6.09097, -0.23716], [-0.71643, 8.09069, 4.76416], [-5.32031, -1.81482, -3.50663], [-0.69811, -7.32530, -2.87508], [-2.19526, -1.60320, -0.73788], [-4.21442, 2.03037, -0.58832], [4.51703, -1.30075, 2.52329], [-5.98763, -0.96718, 0.81373], [-1.22549, -0.03866, -2.22079], [-2.56404, -3.28454, -8.39988], [-1.93665, -1.13238, -6.47007], [-0.26121, -1.72595, -5.00226], [2.62765, 0.23760, -4.72382], [-1.51216, -6.62464, -1.81749], [6.17727, -2.24542, 0.11774], [2.06844, 4.20116, 1.93072], [0.75927, 0.86298, 1.62064], [-1.97090, -0.08043, -6.15112], [-1.18492, -1.18006, -7.28259], [2.96807, 4.22940, 2.55300], [2.46233, -5.68090, 1.13028], [6.65733, -3.04079, -0.44537], [1.88454, -8.25787, 1.25456], [-5.61460, -3.97236, 6.01816], [-1.69069, 7.84716, 4.32993], [-0.73175, 7.97741, 5.84567], [-4.51327, -0.37771, 3.78451], [3.24553, 3.54483, -1.40187], [-2.79413, -2.50733, -0.70658], [4.28484, -0.66902, -2.99111], [3.95510, 2.24138, -0.42364], [-2.41936, -8.45066, -5.34179], [0.79373, 3.13507, 6.76692], [-2.77162, -4.34425, -8.52765], [-0.25152, -6.60611, -3.57757], [-6.12011, -1.72161, 1.59943], [1.63730, 3.21224, 2.11869], [-3.62339, -2.78241, 5.37735], [5.52957, -0.87724, 2.57434], [0.52519, -7.70603, 2.27519], [2.72156, 2.23321, -5.45803], [1.37607, -3.57913, 1.06938], [3.08717, -2.04232, 1.07016], [1.48997, 0.65623, 6.52299], [-3.39606, 4.23698, 0.80542], [-0.87076, -6.04865, -1.13251], [-3.58547, 1.38888, 0.04547], [0.69274, 0.85679, -1.95645], [4.72448, 2.77238, -1.92632], [-0.10505, -0.68297, -4.71002], [4.07922, 6.14465, 5.94987], [4.71088, -4.25804, 3.94040], [1.05449, -6.21543, 0.20430], [0.59115, 0.98656, 5.01449], [-1.83747, 0.76754, 4.01036], [-0.18888, -4.10603, 0.47028], [2.26919, 4.92110, 4.81994], [-5.74535, -0.93796, -3.00459], [3.64483, -0.02451, -5.05039], [-5.95060, -4.29512, 4.28766], [-6.89064, -0.36214, 0.65664], [1.83484, 6.72232, 1.35431], [5.26138, -3.80921, 2.33922], [-4.96362, 1.42420, -1.09259], [9.20086, 5.05880, -0.67449], [-4.80976, -3.57981, -1.66333], [0.63743, -0.83126, -1.45940], [0.47916, -1.93971, -5.79289], [2.73572, -5.56097, 3.58916], [-3.37438, -0.50029, 5.15556], [-2.72820, -2.76345, -9.35344], [-4.08204, -1.17828, -6.38484], [-3.98350, -3.02185, 3.64626], [1.30899, -6.37463, 4.36340], [1.77980, 1.04272, 0.15683], [6.20970, -1.34095, -0.51599], [-1.65466, -3.98183, -2.22027], [0.90709, 8.40451, 2.74739], [-3.41583, -8.07370, -3.91460], [-5.32654, 6.93119, -0.78126], [4.09304, -0.69285, 0.56162], [1.31328, 3.82070, -3.16225], [-1.87292, 0.79634, -1.87709], [1.40303, -0.56744, 0.74604], [1.00970, 5.35420, 5.96009], [2.70076, 6.75697, 6.87530], [2.27186, 4.27799, 0.85936], [-0.20040, 3.44772, -3.95958], [-1.95743, -7.39584, -1.17710], [1.93595, -0.04378, -5.51602], [-1.06344, 0.01933, 2.61909], [-2.27720, 5.40464, 0.10527], [3.19648, 2.06919, -3.70936], [4.34754, 5.70880, -1.34447], [3.27769, 0.33605, -1.91398], [-3.13077, -4.13628, -3.21998], [-3.34712, -0.86173, -7.97350], [8.11068, 5.72617, -1.89774], [-1.80469, 3.00892, -0.35837], [-7.14199, -3.44955, 5.28367], [-1.63402, -4.82236, -3.73955], [2.98707, -6.79007, 4.80084], [-6.34733, -4.39265, -1.77699], [-5.23117, -0.28264, 1.21224], [-7.33070, -1.94951, -1.27714], [-6.93229, -3.09253, -0.05933], [5.65503, 6.29070, 0.71662], [6.21325, 7.01552, -0.82733], [3.81280, -0.53405, 2.85325], [-2.35312, -6.85164, -4.66852], [-1.09996, 0.18817, -3.27636], [6.77415, -2.00763, 1.00798], [-0.08085, -2.36313, -4.14104], [3.07348, -1.41374, -1.97295], [-0.40921, 7.24820, 2.36201], [-1.51805, -3.16842, -8.10299], [-5.39176, -1.66085, -4.58245], [-4.69776, 6.45928, 0.81866], [-4.26550, -1.90745, -3.22418], [-0.45682, 9.13255, 4.53595], [-1.92851, 3.97124, -1.85733], [-3.62448, 7.22604, -0.37676], [-4.77102, 2.71397, 0.07115], [1.26482, 3.90521, -4.93221], [0.10786, -7.84731, -2.35298], [-2.63812, 0.76084, 2.33966], [4.03294, 6.01288, 7.72470], [8.87494, 6.78234, -0.65785], [-0.09497, -3.39633, 2.09043], [-2.72363, -0.80094, -0.20821], [5.71472, 4.80557, -1.98311], [2.25202, 0.34893, 4.95636], [-1.24979, -1.78470, -0.21515], [2.48103, 6.45538, 2.97258], [0.41516, 3.29993, 4.99544], [6.16345, -3.24555, 3.76724]],
  "molar_mass_g_mol": 1081.5,
  "relative_energy_kj_mol": 2.4,
  "lumo_ev": 0.3,
  "total_charge": 0,
  "orbital_gap_ha": 0.341
}


Entry 2:
{
  "formula": "C15H19BrF16NS",
  "method": "wB97M-V/def2-TZVPD",
  "species": ["Br", "S", "F", "F", "F", "F", "F", "F", "F", "F", "F", "F", "F", "F", "F", "F", "F", "F", "N", "C", "C", "C", "C", "C", "C", "C", "C", "C", "C", "C", "C", "C", "C", "C", "H", "H", "H", "H", "H", "H", "H", "H", "H", "H", "H", "H", "H", "H", "H", "H", "H", "H", "H"],
  "positions_angstrom": [[-3.24555, 0.99764, -2.85798], [3.47719, 0.42053, 3.85224], [-0.79072, -3.53105, -2.16209], [0.45302, 1.17625, 1.10854], [-1.86006, 2.66381, 2.04574], [1.16791, -3.04258, -0.89189], [-0.17595, 2.22408, 4.58931], [2.78338, 0.23385, 1.26458], [1.38838, 2.69523, 2.65674], [4.78264, 0.51296, 4.96656], [-2.62982, 1.89354, 4.14006], [-0.45264, -0.12287, 4.33500], [-0.85222, -3.65090, 0.21343], [2.54943, 1.31160, 4.95824], [1.68681, -1.26083, 2.72600], [4.52028, -0.55990, 2.84699], [3.01719, -1.07663, 4.62844], [4.13539, 1.78850, 3.06455], [-0.57215, -1.37433, -0.85888], [0.92156, 1.26055, 2.54820], [-0.33198, -2.85918, -0.92162], [-1.82082, -0.97082, 1.54985], [-2.28134, -0.75840, -2.48965], [-0.33478, 1.12537, 3.55765], [-3.00050, -1.17432, -1.03681], [1.17969, 0.46846, -3.96588], [0.21138, 1.40102, -4.91754], [-1.72694, -0.79675, -0.07088], [-1.82891, 1.44122, 2.93369], [1.99434, 1.34275, -2.80925], [-2.65202, 0.16746, 2.35445], [0.42955, -0.87328, -3.35969], [2.11306, 0.16076, 2.62340], [-0.65752, -0.57675, -2.17867], [2.77096, 2.03025, -3.39981], [-1.66315, 0.38917, -0.19907], [-2.38140, -2.00792, 1.74150], [-3.25201, -0.35555, 3.23124], [1.28353, -1.58996, -2.99409], [-3.48845, 0.58155, 1.61147], [-0.59724, 0.61174, -2.08832], [-3.92574, -0.54508, -0.68834], [-3.18108, -2.35075, -0.97472], [-0.10798, -1.44137, -4.26093], [-2.56938, -1.41447, -3.42094], [0.26783, -1.01845, -0.31548], [2.03515, 0.05198, -4.68703], [0.31701, 0.96166, -6.02204], [1.30683, 2.07789, -2.21256], [-0.92291, 1.32925, -4.63783], [2.64180, 0.62619, -2.14260], [-0.73557, -1.11992, 1.95543], [0.60451, 2.52677, -4.93874]],
  "molar_mass_g_mol": 629.3,
  "lumo_ev": -4.9,
  "total_charge": 1,
  "orbital_gap_ha": 0.325
}


Entry 3:
{
  "formula": "C34H46B2F21O18",
  "method": "wB97M-V/def2-TZVPD",
  "species": ["F", "F", "F", "F", "F", "F", "F", "F", "F", "F", "F", "F", "F", "F", "F", "F", "F", "F", "F", "F", "F", "O", "O", "O", "O", "O", "O", "O", "O", "O", "O", "O", "O", "O", "O", "O", "O", "O", "O", "C", "C", "C", "C", "C", "C", "C", "C", "C", "C", "C", "C", "C", "C", "C", "C", "C", "C", "C", "C", "C", "C", "C", "C", "C", "C", "C", "C", "C", "C", "C", "C", "C", "C", "B", "B", "H", "H", "H", "H", "H", "H", "H", "H", "H", "H", "H", "H", "H", "H", "H", "H", "H", "H", "H", "H", "H", "H", "H", "H", "H", "H", "H", "H", "H", "H", "H", "H", "H", "H", "H", "H", "H", "H", "H", "H", "H", "H", "H", "H", "H", "H"],
  "positions_angstrom": [[-0.42259, -3.74509, -5.54846], [6.36139, 0.08248, 2.94909], [-5.68694, -4.96955, 7.73779], [-5.83800, 2.42862, -4.32860], [4.84269, -6.40786, -0.36596], [5.47539, 1.94400, 3.62153], [3.81389, -4.52804, -0.72438], [-5.67203, 0.87491, -2.82368], [0.67851, -2.76178, -7.13266], [-6.61849, 10.50546, 0.92583], [-1.88419, 4.84468, 2.04862], [-5.98713, 8.43563, 1.06706], [-1.62447, 5.54838, 4.08233], [1.24511, -2.46686, -5.05702], [-0.93807, 6.75395, 2.42425], [-4.37259, -6.02125, 9.09654], [-6.84628, 9.18038, -0.76847], [-4.87839, -6.90448, 7.18958], [4.51287, -5.71983, -2.39323], [-3.96362, 1.38879, -4.05914], [6.93875, 1.95027, 2.02782], [-2.48252, -4.60696, 7.83452], [1.49451, -5.63756, -5.54883], [-2.63456, -2.67009, 0.00298], [1.29703, 5.27641, 2.40915], [0.21323, 3.66409, 3.56418], [-3.54496, -4.98109, 5.87367], [-1.88619, -3.34819, 2.09158], [6.26586, -3.98230, 0.06913], [-3.43419, 3.04166, -2.02710], [-4.26441, 9.70877, -1.36119], [3.88034, 0.27986, 1.94757], [0.13521, -4.95054, -0.58300], [6.90846, -4.54290, -2.02250], [2.89352, -4.17889, -6.55562], [-3.95794, 10.40943, 0.75827], [-5.62968, 3.54513, -1.87509], [4.76805, 1.76089, 0.48354], [0.77572, -2.68063, -0.70962], [-1.05954, 5.50471, 2.86906], [-2.34660, -2.04837, -1.24418], [-3.38415, -5.04134, 7.17732], [-5.34951, 4.49586, -0.82566], [0.77955, -3.36158, -5.93401], [7.27321, -1.81138, -0.40410], [3.09057, -0.91419, -0.05889], [-0.85945, -4.96125, -2.68048], [-6.05539, 9.49621, 0.25103], [1.42366, 2.88301, 3.69280], [-2.48463, -4.33647, 5.11348], [-2.55378, 12.12155, -0.28451], [6.13362, -4.56825, -1.11012], [-5.01818, 1.87649, -3.42039], [0.39867, -4.68898, -1.95505], [3.67103, -6.17488, -7.73697], [3.92365, -5.18584, -6.62022], [4.77606, 1.13192, 1.50216], [2.33624, 3.43962, 4.76220], [-4.64883, 9.88894, -0.24376], [2.74099, 0.01192, 1.07276], [-1.28905, -5.24501, 4.94480], [4.78553, -5.32262, -1.15134], [-2.60049, 10.80508, 0.45802], [-1.90014, -5.30050, -3.17657], [-4.57333, 2.90616, -2.35960], [-4.76058, 5.77918, -1.36589], [7.43629, -3.16247, 0.25680], [-4.60055, -5.75343, 7.81239], [-3.58162, -1.29540, -1.73056], [5.91203, 1.27544, 2.53989], [0.32049, 4.81004, 2.91729], [0.89337, -3.21321, -2.00803], [1.75091, -4.56030, -5.99404], [-1.56336, -3.18948, 0.71263], [0.02931, -3.65365, 0.15637], [-2.89539, -5.45135, -3.51560], [3.57638, -5.65538, -8.69141], [1.18235, -5.39003, -2.25316], [3.49089, -1.85287, 0.32641], [0.69216, -3.80579, 1.21863], [-2.11240, 10.00540, -0.09779], [-6.31156, 4.67851, -0.35179], [-0.55246, -4.75277, 4.30955], [1.80838, 3.50588, 5.71440], [6.37715, -1.31312, -0.03222], [-2.93195, -4.10205, 4.15324], [-1.50967, -1.35395, -1.14384], [4.00166, -5.67855, -5.65129], [8.31191, -3.69644, -0.11243], [-3.06695, 12.89783, 0.28397], [7.52446, -3.05694, 1.33585], [-0.82606, -5.47884, 5.90322], [-2.22030, -3.39811, 5.59804], [2.18160, -1.14487, -0.61717], [2.75690, -6.73984, -7.56233], [-2.05862, -2.79840, -1.98232], [-4.62155, 6.49779, -0.55854], [1.91908, 2.82306, 2.72400], [7.18451, -1.90873, -1.48513], [2.69269, 4.43549, 4.50167], [0.31325, -2.64603, -2.73949], [4.84061, -4.62744, -6.79562], [1.08428, 1.88586, 3.96272], [-4.10704, -0.89867, -0.85968], [-4.69376, 4.03099, -0.08971], [2.33913, 0.96218, 0.71988], [3.19935, 2.78579, 4.88242], [-1.51661, 12.42248, -0.42948], [4.50244, -6.87690, -7.80146], [-4.26407, -1.95016, -2.27337], [1.96917, -3.21587, -2.22783], [3.83200, -0.47088, -0.72792], [-1.97716, -4.29495, 2.24521], [-1.58650, -6.18262, 4.47252], [-2.12272, 10.88914, 1.43112], [-3.28068, -0.46050, -2.36078], [-3.02762, 12.04183, -1.26145], [-5.42090, 6.21847, -2.11489], [2.00015, -0.45511, 1.71816], [8.13824, -1.18588, -0.18351], [-3.79406, 5.60492, -1.83596]],
  "molar_mass_g_mol": 1163.3,
  "lumo_ev": 1.7,
  "total_charge": -1,
  "orbital_gap_ha": 0.207
}


Entry 4:
{
  "formula": "C5H9MgMnO3",
  "method": "wB97M-V/def2-TZVPD",
  "species": ["Mn", "Mg", "O", "O", "O", "C", "C", "C", "C", "C", "H", "H", "H", "H", "H", "H", "H", "H", "H"],
  "positions_angstrom": [[-4.01402, -0.27148, -0.47061], [-1.59429, -0.89281, 0.88607], [-0.69037, 0.42564, -0.61817], [0.44735, -0.75314, 1.43345], [-2.57014, -0.00436, -1.70986], [-0.73969, 0.75779, -2.99775], [-1.36973, 0.43403, -1.84704], [1.13932, 0.35307, 0.85826], [0.73142, 0.45843, -0.58978], [0.96289, -1.16007, 2.69681], [2.22457, 0.19000, 0.92186], [0.88108, 1.26719, 1.41477], [0.28475, 0.46323, -3.20695], [1.95978, -1.60121, 2.56201], [-1.19213, 1.51781, -3.63163], [1.02288, -0.29910, 3.37807], [1.09835, 1.40455, -1.00959], [1.13895, -0.37806, -1.17543], [0.27902, -1.91151, 3.10551]],
  "molar_mass_g_mol": 196.4,
  "relative_energy_kj_mol": 87.0,
  "s_squared": 12.020,
  "spin_multiplicity": 7,
  "lumo_ev": [0.2, -0.3],
  "total_charge": 0,
  "orbital_gap_ha": [0.190, 0.229]
}


Entry 5:
{
  "formula": "C3H5N",
  "method": "wB97M-V/def2-TZVPD",
  "species": ["N", "C", "C", "C", "H", "H", "H", "H", "H"],
  "positions_angstrom": [[0.99372, -0.20113, 0.05409], [2.70880, -0.13464, -0.01258], [-0.19399, -0.14819, 0.02156], [-1.64263, -0.20383, -0.02198], [-2.08613, 0.28520, 0.99390], [2.96609, 0.61388, 0.76889], [-1.83062, -1.26621, -0.27023], [2.82522, 0.24114, -1.16610], [-2.06363, 0.54858, -0.85635]],
  "molar_mass_g_mol": 55.1,
  "relative_energy_kj_mol": 457.6,
  "lumo_ev": 0.4,
  "total_charge": 0,
  "orbital_gap_ha": 0.272
}